{
  "formula": "C21H43CoN2P3S",
  "method": "ωB97M-V/def2-TZVPD",
  "multiplicity": 5,
  "gap_ev": [8.649, 5.102],
  "s_squared": 6.0303,
  "total_charge": 3,
  "homo_ha": [-0.6103, -0.6362],
  "species": ["Co", "P", "P", "P", "H", "C", "C", "H", "C", "C", "C", "C", "C", "C", "C", "C", "C", "H", "H", "H", "H", "H", "H", "H", "H", "H", "H", "H", "H", "H", "H", "H", "H", "H", "H", "H", "H", "H", "H", "H", "H", "H", "H", "H", "H", "H", "C", "C", "C", "C", "C", "C", "S", "H", "H", "H", "H", "H", "H", "C", "C", "N", "C", "C", "N", "H", "H", "H", "H", "H", "H"],
  "xyz": [[0.19522, -0.47296, 0.67422], [0.05101, -2.33656, 1.80601], [0.88991, -1.52533, -1.06509], [-1.01480, 0.73365, 1.96842], [-3.40853, 3.14627, -4.21847], [-3.28266, 3.85981, -3.39767], [-2.19144, 4.63215, -3.30888], [-1.43882, 4.65507, -4.10879], [-1.44282, -3.31737, 1.38923], [1.40296, -3.55889, 1.53397], [-0.01298, -2.39465, 3.64377], [1.01395, -0.41382, -2.50195], [2.59289, -2.24093, -1.17250], [-0.16545, -2.83299, -1.83144], [-1.63667, 2.42382, 1.62410], [-0.15615, 1.06877, 3.57574], [-2.56454, -0.12344, 2.49240], [-4.11875, 4.00813, -2.71921], [-2.13386, 5.41881, -2.53495], [-1.42158, -4.22969, 2.00233], [-1.45186, -3.58326, 0.32749], [-2.34897, -2.74317, 1.61424], [1.25295, -4.40235, 2.22405], [2.38188, -3.10406, 1.73521], [1.40434, -3.93183, 0.50024], [-0.04871, -3.45390, 3.94617], [-0.89193, -1.87630, 4.04370], [0.89059, -1.94245, 4.06939], [0.95484, -1.02919, -3.41106], [1.95493, 0.15270, -2.47869], [0.16674, 0.27663, -2.47592], [2.52606, -3.29367, -1.48043], [3.11116, -2.16953, -0.20913], [3.16853, -1.68078, -1.91557], [0.08362, -2.87932, -2.90513], [-1.22570, -2.56236, -1.73187], [0.01514, -3.81249, -1.37470], [-2.13159, 2.82312, 2.51766], [-2.36050, 2.41792, 0.80653], [-0.80302, 3.07566, 1.33681], [-0.71940, 1.84447, 4.10849], [0.84986, 1.44708, 3.35624], [-0.08623, 0.17062, 4.19758], [-3.18064, 0.62024, 3.00876], [-2.39161, -0.97568, 3.15516], [-3.09518, -0.47011, 1.59662], [-0.99006, 2.35093, -2.36497], [-2.00668, 1.59471, -1.75069], [-2.65675, 0.55859, -2.43129], [-2.41437, 0.35198, -3.79035], [-1.39155, 1.07278, -4.42288], [-0.69634, 2.07890, -3.73660], [-0.41791, 3.90479, -1.67620], [0.85953, 3.69122, -2.02297], [-2.36472, 1.90253, -0.78173], [-3.41961, -0.04707, -1.91321], [-3.03141, -0.32679, -4.36988], [-1.14416, 0.86159, -5.47540], [-0.01364, 2.73813, -4.26685], [2.95051, -0.61912, 3.29965], [3.07623, 0.03900, 1.98851], [2.17070, 0.27538, 1.02512], [2.79640, 1.06078, 0.06261], [4.11251, 1.20306, 0.40756], [4.27891, 0.54163, 1.61455], [2.91699, -1.72251, 3.21824], [2.06903, -0.24524, 3.83326], [3.84395, -0.34020, 3.87839], [2.28347, 1.44170, -0.80877], [4.89111, 1.72715, -0.10398], [5.11563, 0.48826, 2.17482]]
}

=====

{
  "formula": "C21H43Hg2O11S5",
  "method": "ωB97M-V/def2-TZVPD",
  "gap_ev": 1.876,
  "total_charge": 3,
  "homo_ha": -0.5704,
  "species": ["Hg", "Hg", "C", "O", "H", "H", "H", "C", "C", "C", "S", "O", "O", "C", "H", "H", "H", "H", "H", "H", "H", "H", "C", "C", "C", "S", "O", "O", "C", "H", "H", "H", "H", "H", "H", "H", "H", "C", "C", "C", "S", "O", "O", "C", "H", "H", "H", "H", "H", "H", "H", "H", "C", "C", "C", "S", "O", "O", "C", "H", "H", "H", "H", "H", "H", "H", "H", "C", "C", "C", "S", "O", "O", "C", "H", "H", "H", "H", "H", "H", "H", "H"],
  "xyz": [[3.16333, 1.77979, 0.85746], [2.03216, -0.93110, 3.01219], [0.05945, 0.81251, 0.54891], [1.25690, 0.44311, 1.17487], [-0.51946, 1.31055, 1.32668], [0.12915, 1.49557, -0.29766], [-0.39188, -0.13058, 0.24071], [-2.22772, -0.47836, -2.40147], [-2.90303, -1.24836, -3.50465], [-4.20750, -1.89590, -2.90955], [-4.96563, -0.49100, -1.93165], [-5.30054, -0.83309, -0.56661], [-5.87340, 0.16824, -2.83108], [-3.37378, 0.46231, -1.95645], [-1.32478, 0.03203, -2.73659], [-1.88922, -0.99105, -1.50110], [-2.15370, -1.97949, -3.80806], [-3.30162, -0.72566, -4.37414], [-4.09188, -2.56328, -2.05554], [-5.02380, -2.24086, -3.54418], [-3.35152, 0.93104, -0.97263], [-3.54772, 1.21547, -2.72495], [-1.26438, 4.08243, 3.69760], [-0.24249, 3.30084, 4.56607], [1.10678, 4.06785, 4.26611], [1.04879, 4.58880, 2.44118], [1.74358, 3.64965, 1.56631], [1.53291, 6.01673, 2.38012], [-0.72623, 4.34733, 2.32025], [-1.73860, 4.95567, 4.14555], [-2.13910, 3.45240, 3.53625], [-0.13419, 2.28470, 4.18682], [-0.51280, 3.21979, 5.61891], [2.07232, 3.66536, 4.57245], [0.84736, 4.98234, 4.79952], [-0.68846, 3.43248, 1.72888], [-1.19587, 5.02078, 1.60332], [2.16927, -3.14230, -2.10844], [3.18965, -3.91509, -1.30536], [2.34832, -4.48627, -0.05416], [1.01735, -3.20170, 0.23277], [1.21531, -2.50987, 1.53546], [-0.31618, -3.76452, 0.06792], [1.46190, -2.18134, -1.21075], [1.52477, -3.82744, -2.65916], [2.45046, -2.79219, -3.10164], [4.01074, -3.27396, -0.98464], [3.61059, -4.77794, -1.82150], [2.96828, -4.41301, 0.83936], [1.98986, -5.51564, -0.05179], [2.14517, -1.55720, -0.63483], [0.59373, -1.56996, -1.45691], [4.57165, 2.87288, -4.24500], [4.88373, 1.33226, -4.18635], [3.74821, 0.51603, -3.52330], [2.42659, 1.66982, -2.93338], [2.71655, 1.94989, -1.46570], [1.16467, 1.22911, -3.53400], [3.04201, 3.05844, -3.95945], [4.78857, 3.24181, -5.24747], [5.20271, 3.41051, -3.53732], [5.75796, 1.19995, -3.54893], [5.37824, 1.02901, -5.10917], [3.89214, -0.28826, -2.80184], [3.29335, -0.10333, -4.29634], [2.62215, 3.98538, -3.56882], [2.62040, 3.02640, -4.96410], [-2.92782, -3.45237, 3.26904], [-3.61359, -2.26670, 2.44321], [-2.57696, -1.22249, 2.30604], [-1.57630, -1.12467, 3.85752], [-2.22527, -0.15306, 4.76333], [-0.13106, -1.14729, 3.52434], [-2.12033, -2.79176, 4.37477], [-2.20677, -4.07477, 2.73912], [-3.73272, -4.07732, 3.65592], [-4.38994, -1.87262, 3.09903], [-4.04422, -2.49668, 1.46865], [-2.91815, -0.22936, 2.01385], [-1.90652, -1.50436, 1.49415], [-2.74448, -2.73943, 5.26684], [-1.27745, -3.25741, 4.88548]]
}

=====

{
  "formula": "C21H43N2OP3Pd",
  "method": "ωB97M-V/def2-TZVPD",
  "multiplicity": 5,
  "gap_ev": [7.852, 4.419],
  "s_squared": 6.0341,
  "total_charge": 4,
  "homo_ha": [-0.6882, -0.7408],
  "species": ["Pd", "P", "P", "P", "H", "C", "C", "H", "C", "C", "C", "C", "C", "C", "C", "C", "C", "H", "H", "H", "H", "H", "H", "H", "H", "H", "H", "H", "H", "H", "H", "H", "H", "H", "H", "H", "H", "H", "H", "H", "H", "H", "H", "H", "H", "H", "C", "C", "C", "C", "C", "C", "O", "H", "H", "H", "H", "H", "H", "C", "N", "C", "C", "N", "C", "H", "H", "H", "H", "H", "H"],
  "xyz": [[-0.72510, -0.53100, 0.62131], [0.69180, 1.38483, 1.29297], [-1.09493, -2.42627, 1.73538], [-2.45605, 1.13970, 0.31860], [-0.63107, -1.18328, -2.45304], [-0.84936, -0.10896, -2.55433], [0.12225, 0.83329, -2.50160], [1.18428, 0.62879, -2.59500], [2.51892, 1.51320, 1.17516], [0.46917, 1.40123, 3.10510], [0.39289, 3.11118, 0.74188], [-1.15831, -3.91657, 0.64344], [0.30825, -2.86342, 2.80499], [-2.29844, -1.93409, 2.99584], [-2.36829, 2.54015, -0.87453], [-2.83342, 2.00421, 1.88253], [-4.11528, 0.46886, -0.06786], [-1.91415, 0.12143, -2.64823], [-0.09607, 1.89444, -2.37648], [2.84153, 1.39481, 0.13168], [3.04152, 0.78334, 1.80885], [2.80944, 2.52338, 1.51139], [0.71622, 0.41102, 3.49945], [-0.56253, 1.63444, 3.37684], [1.14155, 2.13158, 3.56202], [0.36111, 3.13144, -0.35483], [1.22915, 3.75501, 1.04667], [-0.52722, 3.55178, 1.13798], [-2.05715, -4.48944, 0.95463], [-0.24958, -4.51919, 0.85272], [-1.20725, -3.78469, -0.47087], [-0.05993, -3.47985, 3.62489], [0.78993, -1.97535, 3.21646], [1.05911, -3.41058, 2.23708], [-2.42725, -2.72767, 3.72520], [-3.25266, -1.62736, 2.56738], [-1.91204, -1.04296, 3.50211], [-3.36921, 2.98901, -0.91379], [-2.07117, 2.21909, -1.87886], [-1.67973, 3.32399, -0.55112], [-3.82895, 2.44643, 1.75030], [-2.11307, 2.79554, 2.11437], [-2.86281, 1.27375, 2.69969], [-4.74721, 1.32409, -0.36668], [-4.55861, -0.02169, 0.81243], [-4.06314, -0.26506, -0.88448], [-4.55989, -2.67560, -1.80532], [-5.10336, -3.96327, -1.57925], [-6.19416, -4.38348, -2.33803], [-6.82137, -3.53773, -3.26007], [-6.53409, -2.16838, -3.17014], [-5.38509, -1.74097, -2.48853], [-3.24850, -2.30251, -1.49180], [-3.08990, -2.31473, -0.50136], [-4.63747, -4.61089, -0.85045], [-6.58128, -5.37756, -2.21979], [-7.53952, -3.88777, -4.00371], [-7.20929, -1.43655, -3.62271], [-5.14217, -0.68499, -2.48134], [4.57446, -2.42452, 0.83082], [3.34332, -2.04664, 0.13983], [3.03923, -2.18127, -1.19477], [1.72143, -1.81997, -1.33850], [1.23957, -1.43087, -0.10283], [2.24369, -1.56012, 0.74319], [4.86914, -3.45158, 0.59097], [5.40547, -1.75907, 0.56716], [4.42267, -2.35512, 1.91497], [3.77601, -2.51175, -1.90838], [1.15830, -1.81946, -2.25972], [2.23972, -1.32890, 1.80178]]
}

=====

These records have energy above the lowest of the compared OMol25 structures with the same formula, charge and spin values of 1.28, 118.80, 44.07 kcal per mole, in the order they appear.
These records have total energy values of -3739.46702, -3949.98486, -2161.00443 Ha, in the order they appear.
These records have strongest force on any atom values of 4.24, 6.52, 3.89 eV/A, in the order they appear.